[1]
C32H84N4O12 | wB97M-V/def2-TZVPD

Output
Highest occupied orbital energy = -7.959 eV
E = -65063.436 eV
Orbital gap = 8.262 eV
SMILES = COCCNCCOC.COCCNCCOC.COCCNCCOC.COCCNCCOC.CCO.CCO.CCO.CCO

CARTESIAN COORDINATES (ANGSTROEM)
C 4.6112 -5.8342 -6.3703
O 4.9596 -4.6257 -7.1254
C 4.4955 -3.4067 -6.6047
C 4.9114 -2.2210 -7.5989
N 3.9709 -2.3256 -8.7488
C 2.6137 -1.8934 -8.4684
C 1.8600 -1.5992 -9.7519
O 1.5890 -2.8656 -10.3460
C 0.7037 -2.6836 -11.4567
H 4.5451 -6.6235 -7.1191
H 3.5659 -5.8431 -6.0615
H 5.1024 -6.1012 -5.4346
H 5.0555 -3.2143 -5.6896
H 3.4224 -3.5245 -6.4542
H 5.9629 -2.3224 -7.8675
H 4.8532 -1.2610 -7.0859
H 3.8211 -3.1316 -9.3387
H 2.4525 -1.0017 -7.8625
H 2.1482 -2.8189 -8.1296
H 2.5321 -1.0238 -10.3886
H 0.9134 -1.1416 -9.4644
H 0.5698 -1.6899 -11.8842
H -0.3123 -3.0554 -11.3237
H 0.9733 -3.4097 -12.2236
C -7.5811 -5.6154 -0.6126
O -8.3410 -4.4308 -0.9547
C -9.6339 -4.3065 -0.3153
C -9.9025 -2.7908 -0.3462
N -9.4237 -2.2346 0.8931
C -8.9647 -0.8772 0.7019
C -7.9962 -0.3833 1.8506
O -6.8933 -1.2172 2.0413
C -5.8787 -1.3318 0.9622
H -8.0195 -6.5481 -0.9677
H -7.3663 -5.7077 0.4520
H -6.6515 -5.6119 -1.1817
H -9.7960 -4.6689 0.6998
H -10.2661 -4.7977 -1.0550
H -10.9317 -2.4324 -0.3675
H -9.4407 -2.3982 -1.2522
H -8.5242 -2.6612 1.0634
H -9.8845 -0.2924 0.7017
H -8.4192 -0.6325 -0.2095
H -8.5150 -0.4864 2.8036
H -7.7696 0.6814 1.7931
H -5.2599 -2.1323 1.3677
H -5.3872 -0.3888 0.7227
H -6.3645 -1.6087 0.0266
C -4.1909 -9.4134 9.9469
O -3.6234 -9.6542 11.2578
C -2.4989 -8.8842 11.4422
C -1.2288 -9.2512 10.6838
N -0.9916 -8.4224 9.5022
C -0.7751 -6.9988 9.6269
C -0.5441 -6.2087 8.2969
O -0.3720 -4.7653 8.4884
C 0.3177 -4.2056 7.3402
H -4.5383 -8.3848 9.8495
H -5.1437 -9.9086 9.7596
H -3.5930 -9.7415 9.0967
H -2.3161 -8.9819 12.5123
H -2.6535 -7.8055 11.4664
H -1.3110 -10.3051 10.4178
H -0.4950 -8.9546 11.4333
H -1.0758 -8.7823 8.5623
H 0.1459 -6.8091 10.1782
H -1.6201 -6.4861 10.0864
H -1.5354 -6.4245 7.8983
H 0.1650 -6.7976 7.7150
H 0.5717 -3.1456 7.3404
H -0.4476 -4.2915 6.5689
H 1.1933 -4.8074 7.0967
C 0.5638 7.1613 3.3139
O 0.8027 8.3629 2.6269
C 0.2776 8.4111 1.2884
C 0.7864 9.6990 0.4922
N 0.1592 10.8610 1.0097
C 0.6598 12.1499 0.3687
C 2.0936 12.5666 0.8517
O 2.2164 13.9290 0.5156
C 3.4607 14.4207 1.1541
H -0.4700 6.9624 3.5961
H 1.2292 7.2631 4.1712
H 0.9035 6.2253 2.8705
H -0.8117 8.4000 1.2490
H 0.6901 7.5699 0.7313
H 0.5336 9.6394 -0.5664
H 1.8598 9.6850 0.6810
H 0.0466 10.8605 2.0134
H -0.0080 12.9547 0.6760
H 0.7198 12.1917 -0.7188
H 2.8810 12.0827 0.2740
H 2.1989 12.4423 1.9295
H 3.5566 15.4790 0.9115
H 4.3262 13.8969 0.7484
H 3.4489 14.3610 2.2424
C 3.1607 -0.5800 0.0792
C 2.5381 0.2837 -1.0444
O 3.4509 1.2054 -1.5966
H 2.4710 -1.2540 0.5874
H 3.6255 0.1679 0.7216
H 4.0835 -1.0999 -0.1782
H 1.8026 0.8961 -0.5227
H 2.0103 -0.2736 -1.8183
H 3.9568 1.5254 -0.8461
C 3.8632 8.6431 -7.0158
C 4.5458 7.5646 -6.0894
O 3.4418 6.7662 -6.0276
H 3.5119 8.1556 -7.9252
H 4.5143 9.4803 -7.2674
H 2.9144 8.9100 -6.5504
H 4.8524 7.9067 -5.1010
H 5.3803 7.0316 -6.5452
H 3.6592 5.8966 -5.6839
C -1.6698 -5.6724 -0.7339
C -1.5660 -5.0096 -2.1211
O -0.6863 -5.7725 -3.0449
H -2.4003 -5.2465 -0.0460
H -0.7038 -5.8669 -0.2681
H -2.0254 -6.6915 -0.8865
H -1.1661 -3.9970 -2.0676
H -2.5570 -5.0612 -2.5721
H -1.1478 -6.5845 -3.2669
C 8.7199 3.4185 2.0418
C 8.7253 4.4699 0.9496
O 7.4444 4.8595 0.5436
H 9.7228 3.5427 2.4503
H 8.6005 2.4528 1.5507
H 7.8414 3.4480 2.6863
H 9.0880 4.2114 -0.0452
H 9.2571 5.3492 1.3132
H 7.0666 5.2697 1.3251

Atoms 1-2, force components in eV/Å:
C -1.5 0.8 -1.3
O 0.3 -1.8 0.4


[2]
C32H84N4O12 | wB97M-V/def2-TZVPD

Output
Highest occupied orbital energy = -8.049 eV
E = -65069.236 eV
Orbital gap = 8.520 eV
SMILES = CC1(C)CCCC(C)(C)N1O.COCCNCCOC.COCCNCCOC.COCCNCCOC.CO.CO.CO.CO.CO

CARTESIAN COORDINATES (ANGSTROEM)
C -6.6337 1.3738 -3.4892
C -5.3495 2.1971 -3.4871
C -4.7443 2.1650 -4.8869
C -5.6775 3.6474 -3.1295
C -5.8572 3.9367 -1.6390
C -4.6906 3.3332 -0.8510
C -4.4261 1.8619 -1.1463
C -3.0333 1.5107 -0.5986
C -5.4530 0.9985 -0.4062
N -4.3262 1.6478 -2.5930
O -4.1235 0.2862 -2.8851
H -7.1545 1.3098 -2.5344
H -7.3514 1.7975 -4.1985
H -6.4835 0.3396 -3.8049
H -5.3807 2.5962 -5.6678
H -3.8067 2.7231 -4.9494
H -4.5299 1.1550 -5.2398
H -5.0937 4.4171 -3.6377
H -6.6634 3.8521 -3.5693
H -5.8035 5.0141 -1.4606
H -6.8083 3.6307 -1.1995
H -4.8075 3.4619 0.2255
H -3.7831 3.8718 -1.1565
H -2.9476 1.6479 0.4814
H -2.2584 2.0726 -1.1212
H -2.8268 0.4489 -0.7500
H -6.5146 1.1073 -0.6233
H -5.3074 1.0030 0.6756
H -5.2717 -0.0484 -0.6935
H -3.1722 0.2367 -3.0456
C -4.7243 -5.8637 -1.0302
O -4.0225 -5.0800 -0.0971
C -4.6509 -3.8281 0.0777
C -4.0664 -3.1354 1.2978
N -2.6120 -2.9769 1.4292
C -2.0424 -1.8437 0.6893
C -2.0121 -2.0263 -0.8291
O -1.8198 -3.3757 -1.1591
C -2.0307 -3.5944 -2.5218
H -4.3721 -6.8906 -0.9351
H -4.6150 -5.5247 -2.0690
H -5.8075 -5.8717 -0.8393
H -5.7242 -3.9178 0.3050
H -4.6035 -3.2478 -0.8533
H -4.4020 -3.7250 2.1557
H -4.5812 -2.1622 1.4249
H -2.5202 -2.6928 2.4011
H -1.0151 -1.7470 1.0521
H -2.5567 -0.9006 0.9306
H -1.2797 -1.3701 -1.3116
H -2.9946 -1.7249 -1.2345
H -1.8618 -4.6433 -2.7369
H -1.4229 -2.9543 -3.1781
H -3.0496 -3.2700 -2.7957
C 3.8791 6.1032 2.5471
O 3.1255 4.9925 2.1753
C 1.7726 5.1055 2.5139
C 1.0118 3.8560 2.0609
N 1.4473 3.3653 0.7671
C 0.9021 4.0720 -0.3749
C 1.5256 3.5552 -1.6547
O 2.9379 3.5899 -1.6002
C 3.4924 4.8840 -1.5865
H 4.9083 6.0226 2.1996
H 3.9100 6.2840 3.6294
H 3.4866 7.0258 2.0866
H 1.3863 5.9916 1.9889
H 1.5991 5.2351 3.5880
H -0.0682 3.9970 2.0863
H 1.2126 3.1004 2.8286
H 2.4483 3.2447 0.7229
H 1.0841 5.1541 -0.3037
H -0.1799 3.9214 -0.4458
H 1.1167 4.0738 -2.5314
H 1.2749 2.5109 -1.8411
H 3.1825 5.5099 -0.7482
H 3.2905 5.4383 -2.5116
H 4.5658 4.7029 -1.5775
C 9.1507 -0.7393 4.0301
O 8.2118 -1.7286 3.6653
C 7.8294 -2.4916 4.7962
C 6.5453 -3.2161 4.5119
N 5.4229 -2.3088 4.2831
C 4.1967 -2.9966 3.9315
C 2.9788 -2.1045 3.9999
O 3.0203 -1.2145 2.9152
C 1.9667 -0.2620 2.9143
H 10.0591 -1.2025 4.4261
H 8.7520 -0.0394 4.7729
H 9.3554 -0.1698 3.1258
H 7.7289 -1.8273 5.6583
H 8.5966 -3.2463 5.0019
H 6.2977 -3.8874 5.3369
H 6.6353 -3.8360 3.6034
H 5.6629 -1.6830 3.5227
H 4.0541 -3.8927 4.5375
H 4.2383 -3.3390 2.8819
H 2.8938 -1.6116 4.9769
H 2.0719 -2.7258 3.9063
H 1.8490 0.2034 3.8967
H 1.0553 -0.8091 2.6414
H 2.1486 0.4768 2.1398
C -0.0987 -0.6469 -4.0331
O -1.2393 0.0639 -3.5639
H 0.0184 -1.5381 -3.4260
H -0.1910 -0.8957 -5.0924
H 0.7920 -0.0223 -3.9423
H -1.0439 0.9738 -3.3371
C 1.9562 -3.6634 -2.5313
O 2.0572 -2.2895 -2.1809
H 2.6842 -3.8718 -3.3249
H 2.1918 -4.3214 -1.6860
H 0.9556 -3.9526 -2.8459
H 2.9891 -2.1198 -1.9327
C 0.4858 0.3075 -0.2419
O -0.1507 0.9501 0.8615
H 1.5274 0.6254 -0.3370
H 0.4339 -0.7785 -0.1733
H -0.0762 0.5645 -1.1544
H 0.2498 1.8501 0.8776
C 4.0929 -1.2174 0.2324
O 4.4867 -1.3533 -1.1442
H 3.7560 -2.1948 0.5505
H 4.9312 -0.8822 0.8427
H 3.3041 -0.4723 0.2895
H 4.6099 -0.4873 -1.5437
C 1.2115 -3.5926 0.9029
O 0.0708 -4.2754 1.4328
H 0.9774 -3.0117 0.0062
H 1.6371 -2.8247 1.5603
H 1.9348 -4.3524 0.5894
H 0.4794 -4.8836 2.0589

Atoms 1-2, force components in eV/Å:
C -0.8 -0.5 -0.3
C 0.1 -0.3 -0.3